1.
ORCA calculation (wB97M-V/def2-TZVPD) on 3 unconnected molecules or ions with the total composition C25H46ClN2O3.

CARTESIAN COORDINATES (ANGSTROEM)
C1 -0.118 -2.241 0.003
C2 -1.396 -1.975 0.232
C3 -2.461 -1.723 -0.849
N1 -2.313 -2.350 -2.083
C4 -1.637 -2.471 -3.141
C5 -2.191 -2.051 -4.484
C6 -0.301 -3.173 -3.216
C7 -3.761 -2.366 -0.174
Cl1 -4.772 -3.402 -1.180
N2 -4.533 -1.219 0.287
C8 -4.077 -0.089 -0.097
C9 -2.842 -0.181 -0.921
C10 -1.880 0.832 -0.249
C11 -0.519 1.007 -0.956
C12 0.654 0.913 0.024
C13 1.991 0.694 -0.678
C14 3.169 0.847 0.282
C15 -3.253 0.347 -2.312
O1 -4.223 1.357 -2.132
C16 -4.242 2.342 -3.173
C17 -3.359 3.548 -2.845
H1 0.362 -2.009 -0.943
H2 0.501 -2.713 0.757
H3 -1.741 -1.893 1.262
H4 -3.279 -2.040 -4.457
H5 -1.885 -2.736 -5.274
H6 -1.817 -1.052 -4.723
H7 0.475 -2.496 -3.580
H8 -0.019 -3.586 -2.252
H9 -0.384 -3.999 -3.924
H10 -3.504 -2.991 0.675
H11 -5.370 -1.342 0.846
H12 -4.561 0.834 0.189
H13 -2.418 1.783 -0.292
H14 -1.733 0.611 0.812
H15 -0.392 0.300 -1.782
H16 -0.499 2.010 -1.388
H17 0.728 1.857 0.572
H18 0.455 0.106 0.728
H19 2.098 1.413 -1.496
H20 2.017 -0.315 -1.104
H21 3.087 0.101 1.076
H22 4.126 0.689 -0.213
H23 3.159 1.837 0.739
H24 -3.660 -0.484 -2.891
H25 -2.372 0.724 -2.840
H26 -5.284 2.644 -3.257
H27 -3.958 1.879 -4.121
H28 -2.469 3.598 -3.469
H29 -3.912 4.476 -2.979
H30 -3.054 3.506 -1.799
C18 -1.811 2.686 4.689
C19 -1.973 1.385 5.473
C20 -2.104 0.364 4.352
O2 -1.328 0.864 3.259
C21 -0.964 2.230 3.509
H31 -1.338 3.484 5.258
H32 -2.784 3.042 4.345
H33 -1.075 1.186 6.061
H34 -2.828 1.382 6.146
H35 -3.150 0.264 4.033
H36 -1.731 -0.624 4.626
H37 0.103 2.268 3.746
H38 -1.137 2.814 2.603
C22 7.555 -1.767 1.631
C23 8.704 -0.803 1.342
C24 8.126 0.031 0.206
O3 6.714 0.084 0.428
C25 6.343 -0.867 1.427
H39 7.589 -2.206 2.627
H40 7.553 -2.579 0.900
H41 8.896 -0.175 2.215
H42 9.634 -1.298 1.068
H43 8.315 -0.438 -0.765
H44 8.515 1.049 0.178
H45 6.090 -0.328 2.346
H46 5.458 -1.405 1.084

**Multiplicity**: 1
**Frontier orbital gap**: 7.419 eV
**Net charge**: +1

Taken from the Mulliken analysis, the atomic charges in e are:
1 C -1.030
2 C -0.598
3 C 1.606
4 N -0.056
5 C 0.946
6 C -1.465
7 C -1.517
8 C -0.624
9 Cl -0.143
10 N 0.055
11 C -1.330
12 C 1.983
13 C -1.746
14 C -1.120
15 C -0.623
16 C -0.246
17 C -1.494
18 C -1.474
19 O -0.421
20 C -0.398
21 C -0.904
22 H -0.035
23 H 0.334
24 H 0.313
25 H 0.349
26 H 0.492
27 H 0.250
28 H 0.314
29 H 0.344
30 H 0.522
31 H 0.526
32 H 0.292
33 H 0.629
34 H 1.015
35 H 0.192
36 H 0.495
37 H 0.517
38 H 0.687
39 H 0.102
40 H 0.348
41 H 0.146
42 H 0.295
43 H 0.484
44 H 0.327
45 H 0.550
46 H 0.540
47 H 0.456
48 H 0.297
49 H 0.292
50 H 0.343
51 H 0.203
52 C -0.657
53 C -0.607
54 C -0.491
55 O -0.290
56 C -0.243
57 H 0.365
58 H 0.272
59 H 0.269
60 H 0.345
61 H 0.251
62 H 0.302
63 H 0.263
64 H 0.200
65 C -0.559
66 C -0.542
67 C -0.469
68 O -0.357
69 C -0.296
70 H 0.344
71 H 0.276
72 H 0.261
73 H 0.341
74 H 0.266
75 H 0.263
76 H 0.251
77 H 0.219

2.
ORCA calculation (wB97M-V/def2-TZVPD) on 2 unconnected molecules or ions with the total composition C10H10N2O2.

CARTESIAN COORDINATES (ANGSTROEM)
C1 -0.098 0.618 2.372
C2 -0.240 1.870 3.192
C3 -0.960 2.901 2.729
C4 -1.779 1.637 0.815
C5 -0.183 -1.134 -1.477
C6 0.265 -2.311 -0.990
C7 1.419 -2.951 -1.460
C8 2.147 -2.304 -2.439
C9 1.737 -1.078 -2.971
C10 0.579 -0.405 -2.512
H1 -0.515 -0.140 0.540
H2 -0.169 1.931 4.417
H3 -1.139 3.875 3.264
H4 -2.497 3.254 1.459
H5 -1.035 -0.712 -1.185
H6 -0.383 -2.793 -0.276
H7 1.670 -3.947 -1.087
H8 3.050 -2.784 -2.847
H9 2.311 -0.696 -3.807
H10 0.369 0.644 -2.825
N1 -0.790 0.747 1.103
N2 -1.546 2.767 1.490
O1 0.414 -0.412 2.588
O2 -2.628 1.420 -0.094

**Multiplicity**: 1
**Energy relative to the best compared isomer or geometry (same formula, charge and spin)**: 54.1 kcal per mole
**Frontier orbital gap**: 9.622 eV
**Net charge**: 0

Taken from the natural (NBO) analysis, the atomic charges in e are:
1 C 0.661
2 C -0.381
3 C 0.051
4 C 0.768
5 C -0.240
6 C -0.207
7 C -0.208
8 C -0.210
9 C -0.222
10 C -0.195
11 H 0.450
12 H 0.248
13 H 0.236
14 H 0.413
15 H 0.208
16 H 0.213
17 H 0.219
18 H 0.213
19 H 0.211
20 H 0.226
21 N -0.674
22 N -0.605
23 O -0.547
24 O -0.631

3.
ORCA calculation (wB97M-V/def2-TZVPD) on 7 unconnected molecules or ions with the total composition C19H41O25PS6.

CARTESIAN COORDINATES (ANGSTROEM)
C1 6.009 -6.958 0.443
C2 6.329 -5.520 -0.023
C3 5.347 -4.515 0.615
C4 4.011 -4.570 -0.108
C5 4.045 -3.794 -1.453
P1 2.630 -3.994 0.979
O1 1.286 -4.370 0.075
C6 0.509 -5.424 0.618
C7 0.852 -6.794 0.050
H1 5.965 -7.620 -0.415
H2 6.743 -7.302 1.163
H3 5.038 -6.996 0.930
H4 6.241 -5.455 -1.101
H5 7.342 -5.276 0.274
H6 5.235 -4.806 1.658
H7 5.783 -3.521 0.557
H8 3.770 -5.603 -0.349
H9 3.324 -4.246 -2.125
H10 3.734 -2.771 -1.279
H11 5.035 -3.812 -1.896
H12 2.775 -2.593 0.820
H13 -0.527 -5.213 0.363
H14 0.571 -5.486 1.703
H15 1.921 -6.972 0.038
H16 0.444 -6.917 -0.950
H17 0.385 -7.541 0.688
C8 -1.382 0.118 3.305
C9 -1.571 -0.303 1.864
O2 -0.293 -0.838 1.485
S1 0.390 -1.547 2.745
O3 0.131 -2.941 2.692
O4 1.703 -1.034 2.892
O5 -0.558 -0.913 3.872
H18 -0.853 1.069 3.379
H19 -2.320 0.176 3.850
H20 -1.835 0.525 1.218
H21 -2.322 -1.090 1.773
C10 -2.673 4.835 -0.940
C11 -1.298 4.468 -0.427
O6 -1.501 3.208 0.237
S2 -2.641 2.380 -0.522
O7 -2.036 1.448 -1.403
O8 -3.595 1.962 0.445
O9 -3.237 3.584 -1.380
H22 -3.299 5.237 -0.148
H23 -2.634 5.533 -1.772
H24 -0.905 5.198 0.274
H25 -0.587 4.318 -1.242
C12 -3.122 -4.784 -0.755
C13 -2.942 -4.077 -2.081
O10 -3.908 -4.699 -2.941
S3 -5.202 -5.114 -2.091
O11 -6.195 -4.110 -2.222
O12 -5.488 -6.477 -2.353
O13 -4.538 -4.975 -0.638
H26 -2.638 -5.763 -0.756
H27 -2.757 -4.197 0.083
H28 -1.945 -4.200 -2.492
H29 -3.178 -3.013 -2.004
C14 12.447 -6.494 -0.048
C15 11.657 -6.676 1.231
O14 10.321 -6.304 0.872
S4 10.035 -6.711 -0.653
O15 9.363 -7.959 -0.683
O16 9.532 -5.573 -1.329
O17 11.563 -6.952 -1.079
H30 12.682 -5.444 -0.230
H31 13.360 -7.083 -0.064
H32 12.009 -6.039 2.038
H33 11.654 -7.718 1.557
C16 -4.414 10.410 -0.851
C17 -4.800 9.417 -1.923
O18 -3.908 8.305 -1.715
S5 -3.596 8.163 -0.153
O19 -4.449 7.178 0.409
O20 -2.187 8.100 0.011
O21 -4.131 9.599 0.303
H34 -3.509 10.958 -1.119
H35 -5.213 11.109 -0.634
H36 -4.672 9.816 -2.925
H37 -5.822 9.065 -1.801
C18 -8.513 12.054 1.160
C19 -9.890 11.740 0.612
O22 -9.634 11.205 -0.696
S6 -8.259 10.391 -0.682
O23 -8.528 9.012 -0.517
O24 -7.445 10.872 -1.744
O25 -7.695 10.966 0.703
H38 -8.119 12.985 0.747
H39 -8.491 12.095 2.245
H40 -10.521 12.620 0.528
H41 -10.397 10.978 1.207

**Multiplicity**: 1
**Frontier orbital gap**: 8.030 eV
**Net charge**: 0

Taken from the Mulliken analysis, the atomic charges in e are:
1 C -1.321
2 C 0.071
3 C -1.431
4 C 0.825
5 C -1.558
6 P -0.089
7 O -0.185
8 C 0.337
9 C -1.034
10 H 0.263
11 H 0.289
12 H 0.500
13 H 0.189
14 H 0.191
15 H 0.537
16 H 0.411
17 H 0.016
18 H 0.322
19 H 0.347
20 H 0.432
21 H -0.047
22 H -0.355
23 H 0.382
24 H 0.286
25 H 0.261
26 H 0.374
27 C -0.390
28 C 0.619
29 O -0.237
30 S 1.089
31 O -0.493
32 O -0.546
33 O -0.347
34 H 0.314
35 H 0.335
36 H -0.555
37 H 0.246
38 C -0.143
39 C -0.326
40 O -0.269
41 S 1.096
42 O -0.531
43 O -0.572
44 O -0.340
45 H 0.154
46 H 0.321
47 H 0.275
48 H 0.295
49 C -0.194
50 C -0.276
51 O -0.332
52 S 1.094
53 O -0.530
54 O -0.535
55 O -0.366
56 H 0.295
57 H 0.241
58 H 0.276
59 H 0.316
60 C -0.351
61 C -0.323
62 O -0.275
63 S 1.159
64 O -0.543
65 O -0.514
66 O -0.318
67 H 0.283
68 H 0.305
69 H 0.293
70 H 0.283
71 C -0.345
72 C -0.201
73 O -0.311
74 S 1.170
75 O -0.555
76 O -0.572
77 O -0.292
78 H 0.306
79 H 0.287
80 H 0.308
81 H 0.220
82 C -0.284
83 C -0.397
84 O -0.312
85 S 1.181
86 O -0.559
87 O -0.547
88 O -0.290
89 H 0.273
90 H 0.303
91 H 0.310
92 H 0.308

4.
ORCA calculation (wB97M-V/def2-TZVPD) on 2 unconnected molecules or ions with the total composition C4H6FOS.

CARTESIAN COORDINATES (ANGSTROEM)
C1 2.485 -0.279 0.312
C2 0.113 -1.348 1.437
C3 -0.190 0.729 -0.151
C4 0.446 -0.591 0.216
O1 2.912 -0.563 1.418
F1 0.172 -1.370 -0.903
S1 3.219 0.236 -1.085
H1 -0.806 -1.426 1.796
H2 0.326 -2.374 1.243
H3 0.866 -1.215 2.270
H4 0.535 1.282 -0.694
H5 -0.666 1.201 0.731
H6 -0.974 0.409 -0.859

**Multiplicity**: 1
**Energy relative to the best compared isomer or geometry (same formula, charge and spin)**: 10.0 kcal per mole
**Frontier orbital gap**: 7.099 eV
**Net charge**: -1

Taken from the natural (NBO) analysis, the atomic charges in e are:
1 C 0.319
2 C -0.697
3 C -0.677
4 C 0.281
5 O -0.672
6 F -0.405
7 S -0.424
8 H 0.184
9 H 0.220
10 H 0.242
11 H 0.239
12 H 0.191
13 H 0.200

5.
ORCA calculation (wB97M-V/def2-TZVPD) on 4 unconnected molecules or ions with the total composition C3H16NO3S.

CARTESIAN COORDINATES (ANGSTROEM)
C1 0.100 0.230 1.480
C2 1.459 0.783 1.097
C3 2.571 -0.291 1.220
S1 3.084 -0.943 -0.392
N1 -0.668 -0.199 0.282
H1 0.272 -0.681 2.038
H2 -0.518 0.864 2.108
H3 1.767 1.658 1.671
H4 1.493 1.114 0.081
H5 2.274 -1.084 1.902
H6 3.468 0.091 1.683
H7 2.368 -2.066 -0.277
H8 -0.708 0.507 -0.467
H9 -0.237 -0.971 -0.240
H10 -1.642 -0.446 0.490
H11 -0.638 -2.494 -2.019
H12 0.424 -1.746 -2.832
O1 -0.145 -1.669 -2.058
H13 -3.918 0.759 -0.423
H14 -3.958 0.078 0.917
O2 -3.445 0.095 0.097
H15 -1.225 2.046 -2.860
H16 -0.747 2.479 -1.571
O3 -1.432 1.886 -1.925

**Multiplicity**: 1
**Energy relative to the best compared isomer or geometry (same formula, charge and spin)**: 12.1 kcal per mole
**Frontier orbital gap**: 9.522 eV
**Net charge**: +1

Taken from the natural (NBO) analysis, the atomic charges in e are:
1 C -0.222
2 C -0.452
3 C -0.529
4 S -0.015
5 N -0.704
6 H 0.213
7 H 0.232
8 H 0.246
9 H 0.221
10 H 0.222
11 H 0.243
12 H 0.120
13 H 0.455
14 H 0.458
15 H 0.465
16 H 0.489
17 H 0.503
18 O -0.973
19 H 0.503
20 H 0.487
21 O -0.972
22 H 0.490
23 H 0.470
24 O -0.947

6.
ORCA calculation (wB97M-V/def2-TZVPD) on a single CH3NOP2S molecule.

CARTESIAN COORDINATES (ANGSTROEM)
C1 0.815 -0.643 -0.086
N1 -0.303 -1.487 -0.390
O1 -0.817 1.471 0.232
P1 0.487 1.116 -0.652
P2 -2.303 0.700 0.494
S1 -1.841 -1.232 -0.018
H1 1.595 -1.083 -0.662
H2 1.265 1.933 0.027
H3 1.102 -0.775 1.055

**Multiplicity**: 1
**Energy relative to the best compared isomer or geometry (same formula, charge and spin)**: 59.2 kcal per mole
**Frontier orbital gap (alpha / beta)**: 7.433 / 7.221 eV
**Net charge**: 0

Taken from the natural (NBO) analysis, the atomic charges in e are:
1 C -0.562
2 N -0.730
3 O -1.065
4 P 0.895
5 P 0.637
6 S 0.462
7 H 0.231
8 H -0.088
9 H 0.220